# 1
Molecular formula: C5H8O
Method: DFT, wB97M-V/def2-TZVPD

Positions of all 14 atoms, in Å:
O  1.244  -0.258  1.921
C  -1.177  0.618  -0.390
C  1.284  0.304  -0.378
C  -1.493  -0.848  -0.504
C  1.792  -0.325  0.681
C  0.052  1.128  -0.276
H  -0.795  -1.451  0.086
H  -1.429  -1.194  -1.542
H  -2.507  -1.047  -0.147
H  -2.018  1.308  -0.433
H  2.681  -0.948  0.650
H  0.164  2.206  -0.140
H  1.741  0.196  -1.358
H  0.461  0.312  1.830

Calculated values
HOMO level = -8.8613 eV
SMILES = C/C=C\C=C/O
Frontier orbital gap = 9.851 eV
Charge = 0
ΔE to the lowest compared entry with this formula, charge and spin = 131.39 kJ/mol
Largest force on an atom = 0.35 eV Å⁻¹

---

# 2
Molecular formula: C9H17N
Method: DFT, wB97M-V/def2-TZVPD

Positions of all 27 atoms, in Å:
N  0.646  0.543  -1.397
C  -2.891  -3.674  2.790
C  1.021  2.787  -0.441
C  1.479  0.679  -2.618
C  -2.483  -1.005  0.447
C  -3.500  -2.268  0.796
C  2.635  1.263  -1.797
C  2.005  0.768  0.699
C  1.611  1.375  -0.644
C  -3.277  -2.766  1.869
H  2.655  -0.125  0.624
H  3.398  0.509  -1.566
H  2.541  1.484  1.321
H  -3.157  -0.173  0.204
H  -2.734  -3.120  3.700
H  1.765  3.407  0.075
H  0.780  3.280  -1.395
H  -3.666  -4.459  2.998
H  0.112  2.751  0.159
H  -1.714  -0.641  1.135
H  1.119  1.420  -3.326
H  -1.993  -4.147  2.411
H  1.071  0.472  1.221
H  -0.226  1.049  -1.507
H  1.689  -0.247  -3.145
H  3.141  2.164  -2.151
H  -2.026  -1.327  -0.463

Calculated values
HOMO level = -9.0039 eV
SMILES = CC1(C)CCN1.CC#CC
Frontier orbital gap = 9.736 eV
Charge = 0
ΔE to the lowest compared entry with this formula, charge and spin = 400.89 kJ/mol
Largest force on an atom = 4.83 eV Å⁻¹

---

# 3
Molecular formula: C6H6N2
Method: DFT, wB97M-V/def2-TZVPD

Positions of all 14 atoms, in Å:
N  -0.599  1.968  -0.043
N  -3.340  0.035  -0.118
C  -2.228  -0.107  -0.084
C  0.009  0.668  0.069
C  1.536  0.315  -0.052
C  -0.107  -1.533  0.078
C  2.722  0.138  -0.100
C  -0.888  -0.301  -0.202
H  -0.491  -2.176  0.812
H  0.262  2.767  0.027
H  -0.114  -2.137  -0.897
H  0.933  -1.485  0.472
H  -1.524  1.957  0.464
H  3.829  -0.109  -0.424

Calculated values
HOMO level = -8.7155 eV
SMILES = C#C/C(N)=C(\C)C#N
Frontier orbital gap = 8.790 eV
Charge = 0
ΔE to the lowest compared entry with this formula, charge and spin = 467.68 kJ/mol
Largest force on an atom = 6.25 eV Å⁻¹

---

# 4
Molecular formula: C20H48AlF6O24S8
Method: DFT, wB97M-V/def2-TZVPD

Positions of all 107 atoms, in Å:
S  22.885  -2.375  -23.592
S  26.991  -3.171  -23.693
S  23.800  -9.116  -20.588
S  27.909  -7.550  -22.120
S  24.442  -3.190  -16.642
S  21.787  -6.556  -17.750
S  28.597  -3.602  -19.436
S  24.469  -6.551  -24.613
Al  24.681  -4.958  -20.680
F  30.833  -1.962  -19.578
F  24.718  -11.653  -20.297
F  29.249  -1.591  -21.073
F  28.901  -0.851  -19.067
F  25.951  -10.132  -19.349
F  25.941  -10.301  -21.444
O  26.484  -4.342  -22.991
O  23.540  -3.268  -22.625
O  23.361  -5.557  -25.349
O  24.518  -7.832  -20.431
O  22.523  -6.078  -18.981
O  27.262  -3.561  -20.076
O  20.591  -7.406  -17.866
O  24.150  -4.029  -15.516
O  23.517  -2.098  -24.852
O  23.271  -9.337  -21.918
O  26.700  -1.830  -23.218
O  26.812  -6.878  -21.491
O  28.791  -8.452  -21.308
O  23.543  -1.826  -16.683
O  22.825  -9.299  -19.506
O  25.751  -6.273  -25.232
O  27.226  -8.435  -23.334
O  29.380  -4.636  -20.074
O  28.621  -3.712  -17.951
O  24.304  -6.435  -23.164
O  28.644  -3.240  -23.793
O  24.392  -3.771  -17.963
O  22.546  -0.890  -22.935
O  21.350  -5.142  -17.023
C  23.111  -1.334  -15.382
C  30.753  -2.491  -24.485
C  22.353  -4.414  -27.190
C  23.755  -8.151  -25.115
C  29.444  -1.868  -19.779
C  27.051  -9.730  -25.198
C  22.639  1.445  -23.448
C  29.294  -2.026  -24.153
C  23.036  -7.309  -16.530
C  25.195  -10.400  -20.410
C  28.926  -6.347  -23.073
C  21.090  -2.860  -23.870
C  21.939  0.150  -23.715
C  20.549  -5.202  -15.875
C  26.151  -2.539  -16.426
C  23.098  0.152  -15.382
C  28.041  -9.208  -24.183
C  23.556  -5.252  -26.737
C  26.660  -3.364  -25.526
C  21.467  -4.893  -14.703
H  23.809  -8.164  -26.204
H  23.900  -1.494  -14.647
H  26.158  -1.919  -15.529
H  23.484  -8.081  -17.155
H  23.585  1.520  -23.986
H  24.422  -8.927  -24.739
H  24.425  -4.600  -26.828
H  20.022  -6.155  -15.881
H  22.519  0.551  -16.215
H  27.413  -2.760  -26.033
H  27.507  -10.426  -25.902
H  24.090  0.604  -15.401
H  29.301  -1.219  -23.420
H  20.529  -2.272  -24.597
H  29.247  -5.563  -22.388
H  23.665  -6.099  -27.415
H  25.639  -3.082  -25.783
H  21.504  -5.069  -27.384
H  22.617  0.543  -14.485
H  26.393  -1.954  -17.314
H  22.365  -5.509  -14.656
H  22.179  -1.753  -15.003
H  26.846  -8.908  -25.884
H  22.720  -8.147  -24.775
H  30.737  -3.215  -25.300
H  26.870  -4.389  -25.831
H  20.873  0.267  -23.517
H  26.141  -10.085  -24.714
H  28.780  -1.612  -25.021
H  22.769  1.694  -22.395
H  22.015  -0.054  -24.783
H  28.661  -9.971  -23.713
H  20.875  -5.180  -13.834
H  22.556  -3.964  -28.161
H  31.456  -1.688  -24.706
H  28.720  -8.541  -24.715
H  21.657  -3.827  -14.577
H  20.674  -2.679  -22.879
H  21.099  -3.937  -24.040
H  28.246  -5.956  -23.830
H  19.852  -4.366  -15.936
H  29.816  -6.834  -23.470
H  22.027  2.215  -23.918
H  26.779  -3.390  -16.163
H  22.474  -7.781  -15.724
H  31.189  -3.017  -23.636
H  23.689  -6.473  -16.279
H  22.039  -3.577  -26.566

Calculated values
HOMO level (alpha / beta) = -9.0340 / -8.9841 eV
Multiplicity = 2
Frontier orbital gap (alpha / beta) = 8.703 / 3.793 eV
Charge = 0
Largest force on an atom = 4.01 eV Å⁻¹